w.
The following is a DFT calculation (ωB97M-V/def2-TZVPD) of a structure of composition C30H60O32S7.

Output
2S+1: 1
Total charge: 0
LUMO: 0.0 eV

The geometry in XYZ format:
```
129
Properties=species:S:1:pos:R:3:lowdin_charge:R:1
C 6.421 -0.781 2.061 -0.1163
C 5.347 0.127 1.393 -0.1327
C 4.633 0.676 2.611 -0.1695
O 4.502 -0.507 3.443 -0.1961
C 5.869 -0.976 3.524 -0.1577
H 7.423 -0.388 2.037 0.1005
H 6.475 -1.729 1.534 0.0713
H 4.647 -0.460 0.832 0.0808
H 5.785 0.913 0.836 0.1041
H 3.618 1.054 2.418 0.1182
H 5.214 1.387 3.170 0.1169
H 5.769 -1.973 3.893 0.1016
H 6.399 -0.350 4.257 0.1176
C 0.162 4.746 2.920 -0.1222
C 0.889 4.530 1.518 -0.1083
C 1.360 3.043 1.574 -0.1428
O 0.995 2.580 2.922 -0.1722
C 0.813 3.683 3.784 -0.2127
H -0.880 4.540 2.785 0.0786
H 0.327 5.722 3.294 0.0939
H 1.769 5.187 1.409 0.1069
H 0.289 4.767 0.695 0.0772
H 2.439 2.949 1.366 0.1087
H 0.808 2.401 0.928 0.0773
H 1.761 4.068 4.156 0.1196
H 0.161 3.239 4.534 0.1048
C -0.501 0.411 -0.604 -0.1320
C -1.370 -0.890 -0.463 -0.1216
C -2.219 -0.790 -1.761 -0.2039
O -1.454 -0.079 -2.726 -0.1785
C -0.275 0.444 -2.130 -0.1763
H 0.479 0.319 -0.183 0.0878
H -0.994 1.263 -0.214 0.0566
H -2.132 -0.878 0.309 0.0840
H -0.699 -1.784 -0.515 0.1272
H -3.141 -0.288 -1.491 0.1128
H -2.463 -1.781 -2.135 0.1105
H -0.004 1.453 -2.551 0.1415
H 0.569 -0.189 -2.408 0.0935
C -4.397 -4.077 1.499 -0.1271
C -5.691 -3.734 2.297 -0.1504
C -5.539 -2.261 2.531 -0.1984
O -4.698 -1.783 1.473 -0.1776
C -4.208 -2.809 0.648 -0.2148
H -4.449 -4.969 0.907 0.1016
H -3.598 -4.178 2.234 0.1074
H -5.725 -4.269 3.233 0.1082
H -6.593 -3.869 1.735 0.1054
H -5.064 -1.930 3.465 0.1170
H -6.446 -1.660 2.396 0.1222
H -3.162 -2.701 0.286 0.1013
H -4.842 -2.717 -0.264 0.1293
C 1.601 -1.187 4.869 -0.0749
C 2.254 -2.520 4.321 -0.1571
O 1.170 -3.294 3.747 -0.1999
S 0.276 -2.141 2.951 0.6749
O -1.068 -2.646 2.811 -0.2298
O 1.128 -1.646 1.873 -0.2432
O 0.327 -1.075 4.151 -0.2337
H 2.170 -0.317 4.548 0.1168
H 1.315 -1.177 5.910 0.1275
H 2.769 -3.120 5.025 0.1178
H 2.989 -2.337 3.552 0.0782
C -5.512 3.855 1.583 -0.1037
C -4.368 4.820 1.851 -0.1260
O -3.245 4.154 1.223 -0.2228
S -3.774 3.565 -0.158 0.6359
O -2.943 2.404 -0.458 -0.2440
O -4.058 4.682 -1.021 -0.2084
O -5.162 3.066 0.401 -0.1832
H -6.477 4.263 1.486 0.1202
H -5.589 3.166 2.420 0.1271
H -4.189 4.886 2.882 0.1094
H -4.446 5.785 1.417 0.1216
C 5.895 0.525 -4.138 -0.1413
C 4.895 -0.536 -4.821 -0.1376
O 3.733 -0.591 -4.009 -0.2291
S 3.752 0.576 -2.836 0.6732
O 3.349 0.020 -1.535 -0.2400
O 3.105 1.649 -3.511 -0.2195
O 5.342 0.776 -2.873 -0.2036
H 5.906 1.469 -4.727 0.1337
H 6.902 0.152 -4.028 0.1253
H 5.354 -1.490 -4.763 0.0951
H 4.620 -0.323 -5.874 0.1401
C 4.074 -4.714 0.231 -0.1762
C 4.492 -3.386 0.662 -0.1577
O 4.674 -2.616 -0.567 -0.2103
S 4.662 -3.615 -1.859 0.6055
O 5.789 -3.308 -2.669 -0.2070
O 3.350 -3.612 -2.423 -0.2229
O 4.812 -4.872 -0.961 -0.1787
H 3.040 -4.722 -0.080 0.1321
H 4.291 -5.549 0.890 0.1502
H 5.488 -3.416 1.166 0.1309
H 3.778 -2.807 1.295 0.1396
C 0.684 -1.847 -4.972 -0.0842
C -0.547 -2.586 -4.296 -0.1481
O -1.629 -2.347 -5.189 -0.2161
S -1.120 -2.349 -6.692 0.6138
O -1.819 -1.497 -7.577 -0.1965
O -0.855 -3.755 -6.933 -0.2443
O 0.295 -1.661 -6.381 -0.2062
H 1.540 -2.495 -4.871 0.1214
H 0.761 -0.859 -4.593 0.0994
H -0.792 -2.044 -3.369 0.0883
H -0.435 -3.667 -3.977 0.1513
C -2.989 0.730 -5.242 -0.1086
C -3.047 1.979 -4.223 -0.1834
O -3.889 2.898 -4.842 -0.1986
S -3.928 2.707 -6.488 0.6280
O -2.795 3.432 -7.017 -0.2381
O -5.258 2.937 -6.914 -0.2159
O -3.655 1.175 -6.450 -0.2112
H -3.459 -0.202 -4.900 0.1297
H -1.929 0.672 -5.617 0.1328
H -1.993 2.360 -4.111 0.1350
H -3.423 1.736 -3.252 0.0967
C -2.625 0.468 3.464 -0.1405
C -2.562 1.695 2.512 -0.1296
O -2.759 2.876 3.350 -0.2521
S -3.167 2.388 4.981 0.7229
O -4.428 2.947 5.370 -0.2320
O -1.942 2.479 5.740 -0.2350
O -3.447 0.873 4.543 -0.1909
H -1.614 0.254 3.800 0.1079
H -3.089 -0.353 2.957 0.1081
H -3.338 1.658 1.756 0.0959
H -1.601 1.900 2.023 0.1229
```

***

x.
The following is a DFT calculation (ωB97M-V/def2-TZVPD) of a structure of composition C30H60O32S7.

Output
2S+1: 1
Total charge: 0
LUMO: -0.2 eV

The geometry in XYZ format:
```
129
Properties=species:S:1:pos:R:3:lowdin_charge:R:1
C -4.053 -3.401 0.384 -0.1201
C -5.449 -3.240 0.966 -0.1645
C -5.190 -2.960 2.430 -0.2432
O -4.121 -3.808 2.778 -0.1544
C -3.270 -3.981 1.643 -0.1769
H -3.553 -2.444 0.248 0.0946
H -3.887 -4.084 -0.445 0.1029
H -5.951 -4.212 1.026 0.1179
H -6.184 -2.540 0.572 0.1155
H -6.098 -3.007 3.043 0.1195
H -4.867 -1.950 2.745 0.1170
H -2.941 -5.016 1.607 0.1013
H -2.501 -3.250 1.926 0.1086
C -0.681 0.526 -1.365 -0.1128
C -1.634 0.370 -0.165 -0.1225
C -0.790 -0.411 0.876 -0.1922
O 0.507 0.084 0.673 -0.1343
C 0.701 0.397 -0.692 -0.1923
H -0.766 1.450 -1.932 0.0890
H -0.754 -0.266 -2.113 0.0822
H -2.618 -0.045 -0.378 0.1091
H -1.784 1.337 0.318 0.0917
H -0.904 -1.491 0.727 0.0990
H -1.101 -0.055 1.858 0.0980
H 1.271 -0.361 -1.229 0.0876
H 1.187 1.374 -0.745 0.1024
C 4.041 2.588 -2.309 -0.1416
C 4.728 3.341 -1.180 -0.1240
C 4.296 4.789 -1.558 -0.1672
O 2.895 4.616 -1.785 -0.1868
C 2.726 3.352 -2.448 -0.2080
H 3.739 1.561 -2.098 0.0899
H 4.604 2.521 -3.238 0.1202
H 5.817 3.285 -1.139 0.1219
H 4.325 3.153 -0.189 0.0795
H 4.789 5.261 -2.408 0.1280
H 4.327 5.320 -0.604 0.1122
H 2.367 3.417 -3.475 0.0980
H 1.928 2.851 -1.889 0.1064
C 0.628 -0.285 5.670 -0.1166
C 0.139 0.353 6.963 -0.1786
C -0.538 1.602 6.482 -0.2043
O -1.299 1.144 5.368 -0.1626
C -0.531 0.168 4.687 -0.1916
H 0.644 -1.366 5.547 0.1089
H 1.546 0.180 5.321 0.0854
H 0.851 0.664 7.739 0.1159
H -0.467 -0.315 7.582 0.1141
H 0.177 2.398 6.251 0.1283
H -1.278 2.018 7.169 0.1235
H 0.010 0.678 3.877 0.0854
H -1.120 -0.604 4.195 0.1122
C -0.214 -6.049 1.051 -0.1998
C 1.274 -5.865 0.923 -0.1501
O 1.336 -5.493 -0.457 -0.1841
S 0.208 -4.381 -0.778 0.6819
O -0.491 -4.607 -2.015 -0.2258
O 0.794 -3.089 -0.558 -0.2190
O -0.764 -4.885 0.455 -0.2153
H -0.603 -6.108 2.071 0.1405
H -0.593 -6.959 0.575 0.1372
H 1.718 -6.854 1.002 0.1442
H 1.540 -5.123 1.675 0.1423
C 0.926 -1.872 -5.375 -0.1492
C 0.385 -1.594 -3.995 -0.1752
O 1.413 -0.800 -3.414 -0.2169
S 2.126 0.158 -4.511 0.6574
O 3.534 0.052 -4.350 -0.2109
O 1.520 1.470 -4.477 -0.2348
O 1.544 -0.645 -5.789 -0.1770
H 0.135 -2.048 -6.105 0.1331
H 1.609 -2.719 -5.438 0.1385
H 0.262 -2.550 -3.488 0.1191
H -0.544 -1.024 -3.971 0.1203
C 3.763 -0.731 0.239 -0.1808
C 3.784 -2.204 0.497 -0.1647
O 5.164 -2.584 0.454 -0.1889
S 6.173 -1.290 0.379 0.6475
O 6.627 -1.116 -0.962 -0.2276
O 7.097 -1.411 1.445 -0.2186
O 5.004 -0.208 0.722 -0.1991
H 3.090 -0.176 0.887 0.0995
H 3.785 -0.492 -0.826 0.1244
H 3.207 -2.738 -0.257 0.1094
H 3.325 -2.470 1.451 0.1350
C -0.430 4.587 -4.148 -0.1502
C 0.286 5.161 -2.915 -0.1393
O -0.422 4.679 -1.745 -0.2117
S -1.930 4.227 -2.156 0.6547
O -2.717 5.410 -2.376 -0.2211
O -2.434 3.188 -1.328 -0.2083
O -1.313 3.659 -3.551 -0.2134
H 0.243 3.981 -4.751 0.1201
H -0.954 5.304 -4.777 0.1284
H 0.282 6.247 -2.822 0.1355
H 1.310 4.837 -2.735 0.0678
C -3.917 -5.427 -4.968 -0.1878
C -2.550 -5.714 -4.346 -0.1769
O -1.870 -4.462 -4.411 -0.2226
S -2.958 -3.236 -4.565 0.6692
O -2.804 -2.618 -5.861 -0.2289
O -2.791 -2.421 -3.386 -0.2355
O -4.285 -4.160 -4.465 -0.1654
H -4.606 -6.224 -4.700 0.1393
H -3.752 -5.425 -6.049 0.1338
H -1.960 -6.378 -4.981 0.1354
H -2.577 -6.157 -3.349 0.1278
C 1.377 3.782 1.914 -0.1680
C 2.877 4.027 1.627 -0.1662
O 3.480 2.797 1.930 -0.2054
S 2.738 2.030 3.174 0.6732
O 3.296 2.459 4.427 -0.2303
O 2.639 0.620 2.984 -0.2211
O 1.325 2.839 2.947 -0.1892
H 0.936 3.295 1.042 0.1307
H 0.966 4.758 2.154 0.1270
H 3.282 4.742 2.351 0.1408
H 3.012 4.331 0.593 0.0963
C -3.350 2.514 3.213 -0.1581
C -3.517 3.561 4.286 -0.1819
O -3.250 4.824 3.706 -0.1756
S -2.971 4.750 2.084 0.6695
O -1.553 4.885 1.872 -0.2413
O -3.848 5.642 1.396 -0.2100
O -3.403 3.197 1.962 -0.1990
H -4.184 1.823 3.097 0.1380
H -2.418 1.973 3.377 0.1099
H -2.850 3.272 5.103 0.1158
H -4.481 3.523 4.800 0.1303
```

***

If you had to name the least stable structure above, which would it be? It would be x.